{
  "formula": "C37H47FInO3",
  "method": "ωB97M-V with the def2-TZVPD basis set",
  "elements": ["C", "C", "C", "F", "In", "C", "O", "C", "O", "C", "C", "O", "H", "H", "H", "H", "H", "H", "H", "H", "H", "H", "H", "H", "H", "H", "H", "H", "H", "C", "C", "C", "C", "C", "C", "H", "H", "H", "H", "H", "H", "C", "C", "C", "C", "C", "C", "H", "H", "H", "H", "H", "H", "C", "C", "C", "C", "C", "C", "H", "H", "H", "H", "H", "H", "C", "C", "C", "C", "C", "C", "H", "H", "H", "H", "H", "H", "C", "C", "C", "C", "C", "C", "H", "H", "H", "H", "H", "H"],
  "positions_angstrom": [[-5.901000, 0.624922, -1.844922], [-4.432257, 0.449335, -1.429681], [-4.134559, 0.814457, 0.038923], [-5.365202, 1.046085, 0.738690], [-2.778982, -0.707779, 1.019843], [-3.842748, -2.426797, 2.005908], [-3.945516, -2.375395, 3.448980], [-4.577568, -1.254442, 3.925655], [-5.869124, -1.118354, 3.374797], [-6.629157, -0.119266, 4.019798], [-6.106425, 1.311118, 3.866521], [-7.059418, 2.140535, 3.193016], [-6.110641, 1.667270, -2.093053], [-6.595125, 0.288940, -1.079807], [-6.101883, 0.049474, -2.752593], [-4.124596, -0.569870, -1.670614], [-3.839057, 1.104610, -2.073957], [-3.613233, 1.775817, 0.047672], [-1.731445, 0.198235, 2.179168], [-1.724969, -1.322856, -0.286587], [-3.263608, -3.326157, 1.801115], [-4.829320, -2.572491, 1.561517], [-4.686692, -1.370309, 5.017675], [-3.942408, -0.372264, 3.738254], [-7.612891, -0.130551, 3.549080], [-6.782403, -0.387011, 5.076099], [-5.155954, 1.335713, 3.335731], [-5.938211, 1.757249, 4.851806], [-6.728868, 2.248307, 2.290958], [-0.283662, 0.444156, 6.035729], [0.195049, 1.701263, 6.376526], [-0.676393, 2.671209, 6.853133], [-2.026489, 2.380667, 6.992483], [-2.503882, 1.121855, 6.653012], [-1.633019, 0.153660, 6.174070], [0.393795, -0.309986, 5.655425], [1.248871, 1.926432, 6.265473], [-0.303967, 3.654601, 7.111760], [-2.707887, 3.136733, 7.362046], [-3.557681, 0.895592, 6.757866], [-2.007243, -0.824005, 5.897933], [4.050950, -0.883633, 5.783540], [3.597851, -0.099467, 6.835303], [4.476868, 0.741294, 7.503778], [5.808651, 0.801995, 7.116932], [6.261341, 0.019371, 6.063733], [5.383225, -0.825183, 5.398649], [3.364738, -1.538639, 5.262221], [2.557620, -0.142331, 7.132640], [4.122698, 1.350350, 8.325798], [6.493610, 1.460831, 7.635595], [7.299304, 0.068837, 5.759848], [5.736433, -1.436711, 4.578326], [0.959747, 0.720693, -0.056824], [1.007730, 1.210585, -1.354404], [2.153077, 1.042389, -2.121362], [3.251780, 0.377013, -1.593786], [3.203389, -0.115361, -0.296569], [2.059493, 0.059597, 0.471011], [0.067383, 0.848969, 0.542111], [0.147481, 1.720907, -1.768352], [2.189160, 1.429429, -3.132684], [4.144169, 0.240687, -2.193517], [4.058525, -0.637223, 0.115772], [2.019948, -0.322415, 1.483156], [4.608706, 0.836380, -6.757770], [5.570225, -0.055661, -7.212963], [5.653079, -1.326930, -6.661461], [4.771169, -1.707442, -5.658504], [3.807133, -0.816929, -5.205052], [3.727743, 0.455843, -5.754002], [4.545489, 1.829301, -7.185343], [6.255293, 0.240064, -7.997370], [6.405678, -2.021305, -7.012938], [4.834252, -2.699295, -5.229500], [3.119295, -1.113678, -4.423354], [2.978812, 1.151406, -5.398453], [2.260497, -1.508268, -8.679424], [2.013565, -0.259689, -9.231719], [1.139823, -0.131987, -10.302720], [0.506144, -1.254378, -10.818429], [0.750249, -2.503519, -10.264793], [1.629218, -2.630599, -9.197604], [2.943481, -1.603552, -7.844688], [2.504513, 0.613956, -8.823304], [0.951154, 0.842628, -10.734920], [-0.179362, -1.155111, -11.650536], [0.253648, -3.378672, -10.664387], [1.820792, -3.605249, -8.767131]],
  "forces_ev_per_a": [[0.16, 0.00, -0.37], [-0.46, 0.16, -0.01], [0.58, -0.35, -0.27], [-0.10, 0.08, 0.18], [0.13, 0.14, 0.22], [0.35, 0.42, -0.27], [-0.44, -0.30, 0.07], [0.34, -0.11, 0.32], [0.03, 0.20, -0.05], [-0.18, -0.15, -0.25], [-0.09, 0.29, 0.21], [0.34, 0.04, -0.19], [-0.15, 0.04, 0.22], [0.01, 0.03, 0.07], [0.02, 0.00, -0.01], [0.01, -0.06, 0.14], [0.17, -0.12, -0.02], [-0.22, 0.13, 0.12], [-0.12, -0.10, -0.04], [-0.16, 0.01, 0.03], [0.04, -0.05, 0.07], [-0.11, -0.02, 0.13], [0.11, -0.09, -0.01], [-0.24, 0.15, -0.23], [0.02, -0.08, -0.03], [0.21, 0.03, 0.07], [0.00, -0.17, -0.07], [-0.04, 0.02, -0.02], [-0.15, -0.13, 0.07], [0.02, 0.01, 0.04], [0.04, 0.00, 0.01], [-0.01, -0.01, 0.01], [0.01, 0.00, 0.00], [0.00, 0.00, 0.02], [-0.05, -0.06, -0.01], [-0.01, 0.01, -0.05], [0.00, 0.01, -0.03], [0.00, 0.00, 0.00], [-0.01, 0.00, -0.01], [-0.01, 0.00, -0.02], [-0.01, 0.01, -0.05], [0.00, 0.00, -0.01], [-0.04, -0.01, 0.01], [0.01, 0.00, 0.00], [0.00, 0.00, 0.00], [0.01, 0.00, 0.00], [0.00, 0.00, 0.00], [-0.01, 0.01, 0.00], [0.00, 0.00, 0.01], [-0.01, 0.01, -0.01], [0.00, 0.00, 0.00], [0.00, 0.00, 0.00], [0.00, 0.01, -0.01], [-0.04, 0.08, 0.03], [0.05, 0.02, -0.02], [-0.02, -0.02, 0.02], [0.04, -0.01, -0.03], [-0.01, 0.00, 0.01], [0.04, 0.01, -0.01], [-0.02, -0.07, 0.01], [-0.01, -0.01, 0.00], [0.00, 0.00, 0.00], [0.00, 0.01, 0.00], [0.00, 0.00, 0.00], [-0.03, -0.01, 0.00], [-0.01, -0.02, 0.02], [0.00, 0.00, -0.01], [0.00, 0.00, 0.01], [0.02, 0.01, -0.01], [-0.03, -0.02, 0.04], [0.02, 0.01, -0.02], [0.00, 0.00, 0.00], [0.00, 0.00, 0.00], [0.00, 0.00, -0.01], [0.00, 0.00, 0.01], [0.00, 0.02, 0.01], [-0.01, -0.01, -0.01], [0.03, -0.02, 0.03], [-0.01, 0.04, -0.04], [0.00, -0.02, 0.00], [0.00, 0.00, -0.01], [0.01, -0.01, 0.00], [-0.01, 0.01, -0.01], [0.00, 0.02, 0.00], [0.01, 0.00, 0.01], [-0.01, 0.00, 0.01], [0.00, 0.00, 0.00], [0.00, 0.00, 0.00], [-0.01, 0.00, 0.01]],
  "e_tot_ha": -1953.69059,
  "max_force_ev_per_a": 0.732,
  "total_charge": -1,
  "homo_ev": -4.6,
  "mol_weight_da": 673.60
}